Computed, not measured: a 3-piece molecular cluster, C27H65N4OP overall, with the ωB97M-V functional and the def2-TZVPD basis.

Summary:
lowest unoccupied orbital energy: 0.022 hartree
gap between HOMO and LUMO: 8.635 eV
total charge: 0
SMILES string: CCCCN[PH2](CCCCNC(C)=O)CCC(C)C.CCN(CC)CC.CCN(CC)CC

Positions of all 98 atoms, in Å:
C (-3.188, -1.889, 2.242)
C (-3.649, -2.044, 0.798)
C (-3.002, -3.233, 0.066)
C (-2.076, -2.812, -1.075)
N (-0.998, -1.939, -0.649)
P (0.409, -2.735, 0.147)
C (1.480, -1.251, -0.110)
C (1.447, -0.270, 1.068)
C (0.096, 0.372, 1.343)
C (0.152, 1.359, 2.501)
N (1.124, 2.440, 2.230)
C (0.770, 3.679, 2.876)
C (0.641, 3.683, 4.386)
O (0.575, 4.670, 2.230)
C (1.791, -3.706, 1.032)
C (1.257, -4.999, 1.641)
C (0.990, -6.116, 0.604)
C (1.841, -7.347, 0.900)
C (-0.500, -6.496, 0.474)
H (-3.741, -1.100, 2.754)
H (-3.339, -2.816, 2.799)
H (-2.127, -1.641, 2.296)
H (-4.735, -2.146, 0.785)
H (-3.410, -1.128, 0.252)
H (-3.776, -3.875, -0.360)
H (-2.455, -3.860, 0.777)
H (-1.682, -3.726, -1.561)
H (-2.672, -2.295, -1.830)
H (-0.718, -1.329, -1.405)
H (0.278, -3.820, -0.777)
H (-0.332, -2.811, 1.346)
H (2.497, -1.624, -0.224)
H (1.215, -0.734, -1.032)
H (1.799, -0.783, 1.971)
H (2.169, 0.522, 0.857)
H (-0.652, -0.390, 1.567)
H (-0.255, 0.893, 0.448)
H (-0.831, 1.812, 2.633)
H (0.384, 0.821, 3.429)
H (2.030, 2.161, 2.598)
H (1.158, 2.848, 4.857)
H (-0.417, 3.606, 4.643)
H (1.009, 4.630, 4.774)
H (2.596, -3.937, 0.322)
H (2.224, -3.067, 1.811)
H (1.955, -5.368, 2.398)
H (0.332, -4.773, 2.186)
H (1.311, -5.733, -0.370)
H (2.893, -7.083, 1.025)
H (1.769, -8.083, 0.097)
H (1.506, -7.827, 1.823)
H (-1.112, -6.004, 1.230)
H (-0.650, -7.571, 0.590)
H (-0.908, -6.219, -0.499)
C (3.938, 4.763, 1.016)
C (4.687, 4.949, 2.325)
N (6.037, 5.454, 2.148)
C (6.865, 5.342, 3.335)
C (6.464, 6.151, 4.574)
C (6.149, 6.697, 1.399)
C (5.348, 7.905, 1.899)
H (4.520, 4.152, 0.323)
H (2.983, 4.270, 1.197)
H (3.713, 5.714, 0.533)
H (4.781, 3.980, 2.827)
H (4.075, 5.580, 2.992)
H (7.887, 5.606, 3.050)
H (6.888, 4.282, 3.608)
H (6.637, 7.218, 4.441)
H (7.056, 5.826, 5.433)
H (5.412, 6.007, 4.825)
H (5.853, 6.494, 0.367)
H (7.211, 6.952, 1.362)
H (4.305, 7.643, 2.085)
H (5.356, 8.689, 1.141)
H (5.756, 8.326, 2.816)
C (-6.197, -2.690, -6.854)
C (-5.904, -2.113, -5.477)
N (-4.606, -1.467, -5.400)
C (-4.162, -1.208, -4.043)
C (-4.967, -0.220, -3.191)
C (-4.371, -0.405, -6.367)
C (-5.372, 0.755, -6.408)
H (-5.380, -3.334, -7.180)
H (-7.113, -3.281, -6.821)
H (-6.339, -1.910, -7.603)
H (-5.894, -2.926, -4.745)
H (-6.735, -1.450, -5.185)
H (-3.122, -0.871, -4.094)
H (-4.145, -2.172, -3.525)
H (-4.834, 0.810, -3.520)
H (-4.635, -0.278, -2.152)
H (-6.033, -0.448, -3.209)
H (-4.329, -0.857, -7.361)
H (-3.368, -0.016, -6.175)
H (-6.401, 0.394, -6.454)
H (-5.198, 1.359, -7.301)
H (-5.286, 1.411, -5.543)

Results of the Mulliken charge analysis, in e, for atoms 1 through 6: atom 1 (C): -1.323, atom 2 (C): -0.289, atom 3 (C): -0.060, atom 4 (C): -0.687, atom 5 (N): -0.080, atom 6 (P): 1.081